(1)
Computed, not measured: C2HF4IO in the gas phase, with ωB97M-V/def2-TZVPD.

The value obtained for the HOMO energy is -10.47 eV. The HOMO-LUMO gap comes out at 10.259 eV. As for the LUMO energy: -0.21 eV. Its SMILES is OC(F)(F)C(F)(F)I.

```
! wB97M-V def2-TZVPD RIJCOSX def2/J DEFGRID3
* xyz 0 1
O -0.24 0.40 -0.24
C -0.96 -1.06 0.41
F -0.88 -1.13 1.74
F -0.17 -1.99 -0.11
C -2.30 -1.13 -0.22
F -2.14 -1.36 -1.52
F -2.97 -2.32 0.14
I -3.48 0.58 0.29
H 0.50 0.13 -0.82
*
```


(2)
Computed, not measured: a molecular structure, C18H14F6IrN3O9S5, with ωB97M-V/def2-TZVPD.

The value obtained for the HOMO energy (spin up / spin down) is -10.64 / -10.63 eV. The HOMO-LUMO gap (spin up / spin down) comes out at 4.991 / 5.049 eV. As for the LUMO energy (spin up / spin down): -5.65 / -5.58 eV. The expectation value of S² is 0.77.

```
! wB97M-V def2-TZVPD RIJCOSX def2/J DEFGRID3
* xyz 1 2
Ir 0.58 0.71 -0.25
F 4.19 -0.57 3.06
C 3.45 -1.48 2.45
F 3.62 -2.65 3.02
F 3.83 -1.55 1.17
S 1.64 -1.00 2.54
O 1.20 -1.02 1.13
O 1.02 -1.92 3.42
N 1.63 0.47 3.12
S 1.70 1.64 2.10
O 2.61 1.43 0.98
O 0.36 2.07 1.63
C 2.40 3.01 3.12
F 1.51 3.40 4.01
F 2.68 4.01 2.29
F 3.49 2.59 3.71
N 5.02 -2.68 -4.37
C 3.92 -2.05 -4.80
S 3.44 -1.98 -6.36
C 3.09 -1.42 -3.72
C 2.93 -2.02 -2.48
C 2.13 -1.42 -1.53
N 1.49 -0.26 -1.76
C 1.65 0.32 -2.97
C 2.41 -0.23 -3.96
H 5.62 -3.12 -5.05
H 5.34 -2.61 -3.42
H 3.40 -2.96 -2.24
H 1.96 -1.88 -0.57
H 1.14 1.26 -3.12
H 2.50 0.25 -4.92
C -0.80 5.14 -2.41
O -1.33 3.80 -2.51
C -0.67 2.81 -1.97
S -1.27 1.24 -2.20
S 0.75 2.94 -1.09
H 0.28 5.13 -2.59
H -1.02 5.53 -1.42
H -1.31 5.71 -3.17
O -2.63 1.11 -0.68
C -2.39 0.22 0.21
O -1.23 -0.16 0.50
C -3.53 -0.37 0.92
C -4.82 0.02 0.61
C -5.92 -0.55 1.26
C -5.65 -1.50 2.21
O -6.53 -2.19 2.97
C -5.76 -3.07 3.80
O -4.38 -2.85 3.49
C -4.35 -1.89 2.52
C -3.26 -1.35 1.90
H -4.98 0.77 -0.15
H -6.93 -0.25 1.03
H -6.02 -4.10 3.57
H -5.94 -2.84 4.84
H -2.26 -1.65 2.15
*
```


(3)
Computed, not measured: a molecular structure, C5H8O, with ωB97M-V/def2-TZVPD.

The value obtained for the HOMO energy is -9.39 eV. The HOMO-LUMO gap comes out at 10.427 eV. As for the LUMO energy: 1.04 eV.

```
! wB97M-V def2-TZVPD RIJCOSX def2/J DEFGRID3
* xyz 0 1
C -0.76 0.63 1.03
C 0.97 0.42 -0.31
C 0.79 -0.98 0.23
C -0.73 -0.53 0.00
C -0.15 0.23 -1.29
H -0.70 0.26 2.13
H -1.64 1.33 0.94
H 1.97 0.89 -0.56
H 1.05 -1.67 -0.53
H 1.09 -1.27 1.22
H -1.62 -1.21 0.01
H 0.10 -0.45 -2.09
H -0.79 1.08 -1.56
O 0.42 1.26 0.76
*
```


Values for ΔE to the lowest compared entry with this formula, charge and spin, kJ/mol, ordered as above
138.0, 282.6, 200.2